(1)
{"formula": "C5H11NO2", "method": "ωB97M-V/def2-TZVPD", "e_tot_ev": -10944.124, "e_lumo_ev": 0.7219, "homo_ev": -8.69, "relative_energy_kcal_mol": 118.60, "species": ["H", "H", "C", "C", "H", "H", "H", "H", "N", "H", "H", "C", "H", "H", "O", "H", "C", "C", "O"], "coordinates": [[0.864, 1.688, -0.007], [-2.128, 1.645, 1.419], [-1.743, -1.103, 0.454], [1.954, -0.061, 0.554], [2.176, -2.142, 0.811], [1.654, 0.849, -1.367], [2.604, 1.822, -0.232], [-0.737, -1.319, 0.814], [-1.482, 1.589, 0.622], [-2.373, -0.851, 1.301], [-2.111, -1.982, -0.079], [1.756, 1.137, -0.318], [2.118, 0.148, 1.608], [1.839, -1.574, -0.908], [-2.445, 1.106, -0.462], [-1.105, 0.562, -2.203], [-1.694, 0.045, -0.492], [1.956, -1.322, 0.140], [-1.103, -0.238, -1.653]]}

=====

(2)
{"formula": "C19H20HfN4OS", "method": "ωB97M-V/def2-TZVPD", "e_tot_ev": -40176.434, "e_lumo_ev": 0.3165, "homo_ev": -5.49, "relative_energy_kcal_mol": 0.00, "species": ["H", "C", "H", "N", "N", "H", "C", "C", "S", "C", "H", "C", "H", "H", "C", "C", "C", "C", "C", "C", "H", "C", "H", "C", "C", "O", "H", "H", "N", "C", "N", "H", "C", "C", "H", "Hf", "H", "C", "H", "H", "H", "H", "C", "H", "H", "H"], "coordinates": [[0.389, -0.301, -3.698], [-2.486, 1.268, -2.877], [-1.854, 2.915, 3.222], [0.647, -0.753, 4.655], [1.826, -3.780, -2.422], [3.785, -0.142, -0.534], [-0.230, 1.252, 4.587], [2.944, -0.571, -1.082], [0.659, -1.715, 2.165], [-1.388, 2.758, -0.135], [0.644, -2.826, 4.940], [1.860, -2.768, -1.560], [-0.671, -0.248, -5.917], [3.486, -2.525, -0.299], [-1.223, 0.681, -2.674], [0.332, -0.533, 3.357], [-1.509, 2.526, 2.277], [-2.441, 0.758, -5.236], [-0.771, 1.390, 2.168], [-1.621, 3.312, 1.062], [3.919, -2.374, -1.994], [-0.596, 0.142, -3.817], [1.421, -1.860, 6.219], [1.277, -1.964, 5.146], [-0.581, 0.585, -1.382], [0.804, -2.390, -1.007], [2.237, -2.112, 4.655], [-2.905, 0.791, -6.213], [-0.402, 0.878, 0.996], [0.304, 0.344, 5.419], [-0.226, 0.711, 3.312], [2.655, -4.077, -2.905], [3.166, -2.085, -1.251], [-3.079, 1.301, -4.131], [2.945, -0.096, -2.071], [0.796, -0.330, -0.212], [-3.015, 1.701, -2.036], [-1.189, 0.175, -5.063], [0.481, 0.382, 6.478], [-0.593, 2.242, 4.785], [0.943, -4.213, -2.640], [-2.266, 0.836, 0.011], [-1.255, 1.252, -0.169], [-1.820, 4.372, 1.168], [-1.342, 3.328, -1.053], [-4.054, 1.761, -4.244]]}

=====

(3)
{"formula": "H34O17", "method": "ωB97M-V/def2-TZVPD", "e_tot_ev": -35358.355, "e_lumo_ev": -0.1774, "homo_ev": -10.43, "relative_energy_kcal_mol": 84.33, "species": ["H", "H", "H", "H", "H", "H", "O", "O", "O", "H", "H", "H", "H", "H", "H", "O", "H", "O", "O", "O", "O", "H", "H", "H", "H", "H", "O", "H", "O", "H", "H", "H", "O", "H", "O", "H", "H", "H", "O", "H", "O", "H", "H", "H", "O", "H", "O", "H", "H", "H", "O"], "coordinates": [[0.681, -1.360, 0.096], [-2.973, -0.521, -0.211], [-3.769, -0.377, -2.919], [1.015, -0.182, 2.921], [-0.099, 1.044, -3.880], [-3.641, 0.689, 0.567], [2.952, -2.609, -2.430], [0.350, 0.235, -4.151], [-2.877, 4.290, 2.184], [3.090, -3.137, -1.649], [-0.239, 1.971, -0.212], [0.087, 4.559, -0.494], [0.030, 2.527, 1.273], [0.852, -1.580, -1.446], [1.716, -1.001, 3.922], [-3.206, -2.863, -0.581], [2.709, 3.176, 0.613], [-0.847, 1.176, -1.583], [0.431, 2.195, 0.469], [0.233, -1.343, -0.746], [-2.839, -0.157, -2.818], [-0.754, 1.263, 4.317], [2.985, -3.152, -3.217], [-0.317, 0.492, -1.995], [1.566, -3.120, 0.729], [-3.687, -3.566, -0.149], [3.151, -1.957, 2.770], [-2.314, 3.784, 2.785], [-1.229, -4.445, -0.694], [3.658, -1.174, 2.528], [-0.757, -4.901, 0.001], [-2.548, -0.905, -2.283], [3.614, 2.858, 0.408], [1.221, 0.950, -1.069], [1.994, 0.408, -1.297], [-0.586, -3.965, -1.224], [-2.432, -2.649, -0.064], [0.227, 5.949, 0.160], [-1.518, 1.721, 3.953], [-1.732, 0.964, -1.253], [-3.239, 0.400, -0.253], [2.635, 1.078, -1.078], [2.475, -3.894, -0.357], [-3.757, 4.023, 2.471], [0.382, 5.013, 0.295], [3.392, 3.016, -0.527], [1.621, -3.744, 0.007], [-2.062, 1.088, 3.481], [3.267, -2.017, 3.725], [-0.079, -0.037, -4.966], [1.163, -0.213, 3.871]]}

=====

(4)
{"formula": "C4H10N2O2", "method": "ωB97M-V/def2-TZVPD", "e_tot_ev": -11380.039, "e_lumo_ev": [-0.3853, -0.3884], "homo_ev": [-8.82, -8.81], "relative_energy_kcal_mol": 158.28, "species": ["H", "O", "N", "O", "H", "N", "H", "H", "H", "C", "H", "C", "H", "H", "H", "H", "C", "C"], "coordinates": [[-1.439, 1.615, 0.670], [-1.059, 1.527, -1.338], [-1.165, -0.378, -0.001], [0.808, 0.967, 0.647], [1.794, -2.252, 1.334], [0.924, -0.811, 0.249], [-1.150, -2.210, -0.981], [-1.382, -0.799, -2.030], [-2.721, -1.376, -1.011], [1.057, -1.445, 1.338], [2.238, 2.441, 0.585], [-1.638, -1.238, -1.069], [2.626, 0.984, -0.336], [1.397, 2.101, -0.969], [0.503, -1.219, 2.251], [-1.493, -0.626, 0.927], [-1.107, 1.059, -0.218], [1.805, 1.659, -0.050]]}

=====

(5)
{"formula": "C5H6N2", "method": "ωB97M-V/def2-TZVPD", "smiles": "N#C[C@H]1[C@H]2CCN21", "e_tot_ev": -8260.022, "e_lumo_ev": 0.9409, "homo_ev": -9.87, "relative_energy_kcal_mol": 53.87, "species": ["N", "C", "H", "H", "N", "C", "C", "H", "H", "H", "C", "C", "H"], "coordinates": [[2.278, 0.148, 1.711], [-0.996, 0.658, 0.456], [-1.818, -1.337, -0.033], [1.796, 0.643, -1.411], [-0.218, 0.965, -0.791], [1.760, 0.248, 0.680], [-0.870, -0.867, 0.236], [-0.372, -1.467, 1.004], [-0.083, -0.964, -1.961], [-2.016, 1.026, 0.346], [-0.032, -0.502, -0.979], [1.114, 0.362, -0.615], [-0.543, 1.087, 1.357]]}

=====

(6)
{"formula": "C5H4N2OS", "method": "ωB97M-V/def2-TZVPD", "e_tot_ev": -21109.350, "e_lumo_ev": -2.2665, "homo_ev": -8.39, "relative_energy_kcal_mol": 49.28, "species": ["C", "H", "N", "H", "C", "C", "H", "H", "S", "O", "C", "N", "C"], "coordinates": [[1.177, -1.064, 0.242], [2.933, 0.177, -0.516], [-0.075, -1.124, 0.410], [1.492, 2.199, -0.807], [1.810, 0.103, -0.317], [-0.381, 1.229, -0.063], [-1.826, -1.524, 0.636], [1.703, -1.956, 0.752], [-3.746, -0.731, -0.358], [-1.051, 2.240, 0.207], [1.065, 1.274, -0.370], [-2.186, -0.701, 0.108], [-0.916, -0.123, 0.075]]}